A 3-piece molecular cluster, C16H42BFN2OP overall at a distorted geometry. Source: the OMol25 dataset; level of theory: the ωB97M-V functional and the def2-TZVPD basis.

ORCA input file:
```
! wB97M-V def2-TZVPD RIJCOSX def2/J DEFGRID3
* xyz 1 1
C -2.96 -1.39 -3.47
C -2.04 -2.31 -4.39
B -0.73 -2.88 -3.69
O -0.28 -4.18 -4.10
P 0.36 -1.97 -2.37
C -0.54 -1.70 -0.72
C 0.31 -0.62 0.10
F -0.39 -0.32 1.25
H -3.05 -1.75 -2.42
H -3.99 -1.41 -3.91
H -2.59 -0.34 -3.56
H -1.78 -1.74 -5.32
H -2.65 -3.20 -4.71
H -0.34 -4.75 -3.31
H 0.98 -0.78 -2.85
H 1.44 -2.86 -2.04
H -1.54 -1.24 -0.89
H -0.60 -2.67 -0.16
H 0.39 0.28 -0.56
H 1.35 -1.01 0.27
C -1.19 -2.31 4.23
C -0.48 -2.26 5.58
N 0.95 -2.54 5.50
C 1.57 -2.74 6.80
C 1.61 -1.56 7.77
C 1.71 -1.71 4.57
C 1.69 -0.20 4.78
H -1.04 -3.28 3.75
H -2.26 -2.17 4.38
H -0.85 -1.52 3.56
H -0.94 -3.01 6.22
H -0.68 -1.28 6.05
H 2.59 -3.11 6.66
H 1.05 -3.57 7.29
H 2.36 -0.83 7.49
H 1.87 -1.92 8.77
H 0.64 -1.06 7.85
H 1.35 -1.92 3.55
H 2.75 -2.05 4.55
H 0.69 0.18 5.00
H 2.02 0.31 3.86
H 2.36 0.11 5.57
C 1.78 4.69 -2.22
C 1.38 3.76 -3.36
N 0.31 2.83 -3.01
C 0.11 1.78 -4.00
C -0.37 2.19 -5.39
C -0.92 3.43 -2.48
C -1.64 4.45 -3.36
H 2.07 4.12 -1.33
H 2.63 5.29 -2.52
H 0.98 5.37 -1.95
H 2.27 3.18 -3.63
H 1.12 4.37 -4.23
H -0.58 1.03 -3.60
H 1.06 1.25 -4.12
H -1.43 2.45 -5.40
H -0.24 1.36 -6.09
H 0.20 3.04 -5.80
H -0.68 3.91 -1.53
H -1.62 2.63 -2.21
H -0.96 5.16 -3.84
H -2.34 5.03 -2.75
H -2.24 3.96 -4.13
*
```

LUMO energy = -4.69 eV
Calculated total energy = -34976.0320 eV
Energy above the lowest of the compared OMol25 structures with the same formula, charge and spin = 108.6 kJ/mol

Results of the Mulliken charge analysis, in e, for atoms 1 through 5: C -0.8142; C -0.4327; B 0.2931; O -0.4181; P 0.1046